Entry 1:
Below is a molecular structure, C23H40N4O5Pr at a distorted geometry, with properties calculated with ωB97M-V/def2-TZVPD.

Geometry as XYZ:
```
73
Properties=species:S:1:pos:R:3:forces:R:3:lowdin_charge:R:1
O -0.24735 3.50307 -1.41660 2.151 -0.126 0.355 -0.522
H 0.63904 3.98460 -1.22463 -2.345 -1.274 -0.530 -0.065
Pr 0.27184 0.42642 -2.25021 0.503 3.233 -0.369 1.180
N -0.76346 -0.62013 -4.26039 -1.107 -1.049 -2.825 -0.047
N 1.48186 -1.62120 -3.38034 1.377 -1.978 -2.386 -0.015
O -2.02171 -0.17955 -4.82777 1.332 -0.331 0.892 -0.017
O 2.79881 -2.16068 -3.13216 -1.280 0.872 0.499 -0.029
C -0.19347 -1.49348 -5.06334 -0.720 1.371 1.560 -0.226
C 1.09467 -2.06936 -4.56588 0.623 1.399 2.130 -0.221
C -0.76710 -1.87898 -6.37721 0.358 0.151 0.320 0.018
C 1.95469 -2.96030 -5.39855 -0.418 0.080 0.038 0.013
H -1.54231 -1.14483 -6.61370 0.199 -0.528 -0.310 0.092
H -1.17088 -2.88977 -6.25432 -0.124 0.109 -0.376 0.116
H 0.04733 -1.88591 -7.11235 -0.369 -0.109 -0.005 0.105
H 2.70793 -3.42634 -4.75348 -0.306 0.007 -0.554 0.091
H 2.44852 -2.31112 -6.14116 -0.054 -0.405 0.088 0.124
H 1.31875 -3.70304 -5.89914 0.371 0.188 -0.033 0.102
H -2.28402 0.61687 -4.33312 0.172 0.027 0.104 0.085
H 3.01133 -1.89114 -2.22607 -0.145 -0.001 -0.120 0.090
O -0.61048 -2.23534 -1.64316 -1.056 -1.366 -0.430 -0.080
H -1.50339 -2.67040 -1.66836 0.926 0.908 0.308 0.106
H -0.07818 -2.92404 -2.08404 0.041 0.521 0.296 0.063
C 1.97997 1.93962 -3.25768 -0.129 -0.551 0.352 -0.297
H 1.88982 3.03404 -3.26798 -0.173 -0.341 0.306 -0.013
H 2.01663 1.63891 -4.30465 0.065 -0.224 -0.570 -0.041
H 2.97679 1.68399 -2.86825 0.131 0.095 0.009 -0.033
O -2.13739 2.77578 -3.20340 0.382 0.518 -0.818 -0.122
H -2.09510 3.58680 -2.61576 0.671 -1.372 -0.291 0.063
H -1.46434 2.99301 -3.89402 -0.671 0.032 0.993 0.059
C -3.79804 -0.81962 3.60769 0.060 -0.352 0.064 -0.037
C -4.04619 0.49072 2.86664 0.318 0.142 -0.336 -0.569
C -5.50106 0.56455 2.40789 -0.097 -0.006 -0.100 -0.057
C -3.71712 1.69945 3.73540 0.088 0.450 0.218 -0.034
C -3.05828 0.52516 1.69556 -0.297 0.106 -0.297 -0.132
C -3.47995 0.66068 0.37301 0.088 -0.159 -0.245 0.040
C -2.55343 0.63089 -0.66707 0.596 -0.098 1.329 -0.061
N -1.24228 0.45922 -0.40557 -0.528 0.056 1.113 -0.059
C -0.78402 0.35558 0.87815 -1.747 0.247 -0.273 -0.148
C -1.68920 0.41935 1.94610 0.406 -0.164 -0.722 0.066
C 0.66578 0.17106 1.06736 1.245 -0.212 -0.199 -0.141
C 1.25624 0.16456 2.35147 0.021 0.063 -0.960 0.084
C 2.64477 0.05213 2.44824 0.243 0.066 -0.085 -0.124
C 3.38968 -0.02482 1.26191 -0.035 -0.143 -0.663 0.019
C 2.75643 -0.07984 0.02384 -0.923 0.093 0.981 -0.068
N 1.40287 0.00389 -0.07577 0.409 0.030 1.295 -0.008
C 3.40417 0.03501 3.78010 -0.158 0.058 -0.220 -0.573
C 4.29346 -1.20873 3.84263 0.012 -0.402 -0.005 -0.042
C 4.29218 1.27832 3.85980 0.049 0.452 -0.036 -0.036
C 2.41538 0.02237 4.93851 -0.031 -0.014 0.109 -0.060
H -4.45377 -0.91495 4.47827 0.063 0.033 -0.114 0.096
H -2.75779 -0.89030 3.94827 -0.268 -0.042 0.048 0.080
H -3.98420 -1.66415 2.92876 0.006 0.106 0.253 0.098
H -6.17765 0.52409 3.26856 0.194 0.002 -0.087 0.096
H -5.70564 1.50119 1.87488 0.008 -0.175 0.089 0.093
H -5.75089 -0.27902 1.75353 -0.019 0.135 0.082 0.091
H -2.66614 1.68587 4.05432 -0.291 0.042 0.033 0.083
H -3.87688 2.62714 3.16404 0.035 -0.231 0.238 0.105
H -4.34814 1.72686 4.63027 0.079 -0.020 -0.134 0.097
H -4.53440 0.76104 0.14509 0.168 0.037 -0.046 0.113
H -2.87451 0.75096 -1.70285 0.248 0.029 0.177 0.117
H -1.35272 0.35316 2.97362 0.066 -0.027 -0.218 0.106
H 0.63983 0.28324 3.24425 0.290 -0.092 -0.460 0.105
H 4.47898 -0.05185 1.29280 -0.336 -0.058 0.003 0.121
H 3.31870 -0.19107 -0.90835 -0.152 0.225 0.292 0.115
H 5.05925 -1.21476 3.05616 -0.187 0.009 0.196 0.082
H 4.80999 -1.25117 4.80853 -0.095 0.046 -0.163 0.096
H 3.68977 -2.12033 3.74319 0.157 0.117 0.018 0.097
H 3.68561 2.19195 3.78540 0.194 -0.167 0.009 0.100
H 4.82544 1.30356 4.81897 -0.119 -0.056 -0.205 0.097
H 5.04221 1.29638 3.05612 -0.202 0.014 0.227 0.087
H 1.79474 0.92816 4.92170 0.085 -0.219 0.142 0.092
H 1.77477 -0.86805 4.87521 0.057 0.223 0.150 0.096
H 2.95321 -0.00542 5.89109 -0.104 0.002 -0.132 0.097
```
Positions in Å, forces in eV/Å.

Output
molecular weight = 593.50 g/mol
max |F| = 0.0660 Eh/bohr
gap between HOMO and LUMO (spin up / spin down) = 0.179 / 0.180 hartree
electronic energy = -54758.3046 eV
net charge = +1
multiplicity = 3

Entry 2:
Below is a molecular structure, C23H40NO2P3Pt at a distorted geometry, with properties calculated with ωB97M-V/def2-TZVPD.

Geometry as XYZ:
```
70
Properties=species:S:1:pos:R:3:forces:R:3:lowdin_charge:R:1
P -1.60675 -0.44215 2.28112 -2.126 -0.426 2.270 0.911
C -0.70437 -1.37763 3.56589 1.048 -0.031 -0.563 -0.215
H -1.44959 -1.75686 4.27964 0.104 0.131 -0.194 0.093
H 0.00331 -0.71789 4.08978 -0.255 -0.264 -0.007 0.056
H -0.16370 -2.22236 3.10877 -0.189 0.203 0.333 0.056
C -2.30412 0.93024 3.27488 0.576 0.630 -0.667 -0.204
H -3.14612 1.40806 2.76355 0.190 -0.187 0.311 0.041
H -1.50701 1.67413 3.42158 -0.358 -0.060 0.207 0.065
H -2.62236 0.52796 4.24122 0.054 -0.044 -0.079 0.090
C -3.05210 -1.54236 2.05074 0.390 -0.034 -0.965 -0.201
H -3.54897 -1.66596 3.01846 0.100 0.047 -0.060 0.092
H -2.69179 -2.51200 1.68493 -0.230 0.070 0.145 0.071
H -3.74429 -1.12296 1.31309 0.096 -0.280 0.323 0.033
P -1.11970 -1.57777 -2.62547 -0.271 -0.979 -1.313 0.785
C -0.00164 -3.00273 -2.73527 0.281 0.092 0.099 -0.205
H -0.16013 -3.49201 -3.71754 0.031 0.280 0.461 0.097
H -0.20409 -3.72458 -1.94033 0.042 0.021 -0.127 0.061
H 1.03813 -2.65567 -2.66899 -0.204 -0.179 -0.049 0.066
C -2.76713 -2.32819 -2.72850 0.135 -0.178 -0.212 -0.207
H -3.53819 -1.57528 -2.86910 -0.057 -0.155 -0.140 0.036
H -2.96699 -2.87983 -1.80721 -0.048 -0.048 -0.081 0.067
H -2.77578 -3.03411 -3.58002 -0.063 0.292 0.350 0.095
C -0.80679 -0.69214 -4.17096 0.030 -0.055 -0.292 -0.200
H -1.15864 -1.32555 -5.01253 0.218 0.347 0.399 0.099
H 0.27264 -0.52762 -4.26852 -0.192 -0.047 -0.051 0.068
H -1.31791 0.26991 -4.19968 0.104 -0.142 -0.168 0.032
P 1.45510 2.53455 -0.74235 0.610 1.097 -0.064 0.881
C 3.24986 2.54258 -0.65241 0.196 -0.270 -0.026 -0.161
H 3.57853 3.58388 -0.81027 -0.065 -0.353 0.088 0.098
H 3.66169 1.90679 -1.44437 -0.006 0.172 0.098 0.080
H 3.60909 2.20008 0.32766 -0.070 0.121 -0.230 0.068
C 1.03190 3.48297 -2.20918 -0.184 -0.150 -0.102 -0.144
H 1.70496 4.34381 -2.24267 -0.075 -0.015 -0.084 0.095
H -0.00137 3.82867 -2.18099 0.244 0.068 -0.058 0.043
H 1.18512 2.85593 -3.09248 0.080 0.163 0.010 0.089
C 0.89817 3.43302 0.72828 -0.331 -0.392 0.061 -0.149
H 1.28691 4.45352 0.64416 0.037 -0.076 -0.031 0.099
H 1.30061 2.98798 1.64214 0.046 0.054 -0.092 0.064
H -0.18842 3.48164 0.80181 0.198 0.019 0.036 0.029
Pt -1.15462 -0.00671 -0.67818 0.682 -0.005 -0.375 0.889
C -0.21624 -1.54417 0.09440 2.146 -4.572 2.318 -0.364
O 0.32898 -2.51182 0.47794 -2.006 3.925 -1.782 0.131
C 0.81549 0.75756 -1.12606 1.653 -1.019 -1.341 -0.496
O 1.64136 0.13051 -1.78317 -1.855 1.331 1.597 -0.043
C -2.05861 2.09964 -2.08133 -0.777 0.359 -0.048 -0.091
C -1.99031 2.75368 -0.84845 -0.322 0.239 -0.213 -0.107
C -2.65712 2.23603 0.26358 -0.374 0.550 -0.093 -0.083
C -3.51212 1.13422 0.12948 0.407 -0.202 -0.678 -0.096
C -3.54419 0.42353 -1.09068 -0.439 1.021 -0.250 -0.129
C -2.88377 0.96719 -2.23158 -0.331 0.172 0.850 -0.128
H -1.63133 2.55969 -2.96321 0.040 -0.079 -0.038 0.131
H -1.57078 3.75511 -0.79183 0.157 -0.299 0.058 0.124
H -2.64857 2.80041 1.19017 -0.040 -0.007 -0.094 0.125
H -4.22940 0.90177 0.90375 0.175 -0.221 0.145 0.128
H -4.25653 -0.37838 -1.21402 -0.018 -0.086 -0.015 0.127
H -3.15088 0.62395 -3.22709 0.311 -0.252 0.197 0.131
N 2.13191 -0.00519 1.96359 0.221 -0.522 -0.298 0.223
C 3.08840 -0.97887 1.96005 -0.620 0.839 -0.117 -0.257
C 3.18412 -1.87244 3.04696 0.406 -1.182 0.930 0.028
C 4.13130 -2.89227 3.03078 -1.129 0.824 0.778 0.025
C 5.04214 -2.98485 1.96140 0.195 -0.587 0.256 0.057
C 4.97522 -2.08499 0.89054 -0.915 1.346 -0.445 0.019
C 3.99350 -1.09465 0.87687 1.099 -0.691 -0.838 0.032
H 1.51001 0.11863 2.75693 0.379 -0.129 -0.161 0.103
H 1.89236 0.51112 1.11628 0.479 -0.323 0.554 0.062
H 2.48154 -1.75480 3.88316 0.435 -0.184 -0.293 0.131
H 4.16548 -3.59850 3.86876 0.088 0.289 -0.420 0.149
H 5.78926 -3.78166 1.97021 -0.152 0.280 -0.039 0.154
H 5.68982 -2.15165 0.07858 -0.076 -0.008 0.037 0.141
H 3.91548 -0.40217 0.03334 0.097 -0.248 0.283 0.114
```
Positions in Å, forces in eV/Å.

Output
molecular weight = 650.58 g/mol
max |F| = 0.1081 Eh/bohr
gap between HOMO and LUMO (spin up / spin down) = 0.257 / 0.215 hartree
electronic energy = -61154.4167 eV
energy relative to the best compared isomer or geometry (same formula, charge and spin) = 0.0 kJ/mol
net charge = +4
multiplicity = 5

Entry 3:
Below is a molecular structure, C23H41AlN2P3Se at a distorted geometry, with properties calculated with ωB97M-V/def2-TZVPD.

Geometry as XYZ:
```
71
Properties=species:S:1:pos:R:3:forces:R:3:lowdin_charge:R:1
Al -0.18678 2.71928 -0.29161 -0.193 -2.705 2.283 0.357
P 2.14841 -1.91457 -0.77749 -0.476 -0.825 0.021 0.885
P -0.96132 -0.42638 1.59484 -0.353 -0.468 1.798 0.618
P 1.29805 2.80707 1.40111 0.921 1.662 1.216 0.828
H -0.25428 3.74709 -4.22863 0.421 0.246 0.082 0.064
C 0.80397 4.00931 -4.31491 0.670 -0.264 -0.349 -0.042
C 1.77664 3.17098 -3.90485 -0.010 0.605 -0.770 -0.052
H 1.56993 2.29161 -3.28305 0.170 0.156 -0.709 0.014
C 2.84303 -3.19134 -1.84787 0.308 0.006 -0.175 -0.196
C 2.30709 -2.23385 0.99242 0.167 -0.093 0.139 -0.200
C 2.83314 -0.26924 -1.15711 -0.040 0.705 -0.320 -0.188
C -2.54716 0.36361 1.98909 -0.178 0.241 -0.054 -0.269
C -1.45575 -2.19109 1.72272 0.134 -0.203 -0.307 -0.272
C -0.26201 -0.31761 3.33996 0.238 0.083 -0.076 -0.254
C 2.37522 4.18511 0.85032 0.017 -0.115 -0.265 -0.195
C 2.35692 1.87351 2.51728 0.380 -0.977 0.282 -0.192
C 0.05488 3.66202 2.43904 -0.251 -0.019 0.218 -0.199
H 0.98406 5.00212 -4.75894 0.187 -0.851 -0.226 0.095
H 2.82311 3.28009 -4.22970 -0.512 0.326 0.554 0.080
H 2.38671 -3.05967 -2.84659 0.242 -0.011 0.380 0.080
H 2.53488 -4.17886 -1.46854 0.143 0.329 -0.052 0.072
H 3.94250 -3.14663 -1.94249 -0.500 -0.017 0.143 0.082
H 1.59656 -3.03188 1.26147 0.433 0.151 -0.071 0.062
H 2.04698 -1.33408 1.57874 0.135 -0.334 -0.390 0.027
H 3.33766 -2.53940 1.22838 -0.339 0.050 0.036 0.084
H 2.33890 0.12717 -2.06908 0.309 -0.245 0.451 0.055
H 3.93611 -0.29901 -1.35639 -0.933 -0.325 0.190 0.096
H 2.67171 0.46024 -0.32534 -0.055 -0.768 -0.550 0.029
H -2.94428 -0.12442 2.88615 -0.076 0.157 -0.173 0.077
H -3.24487 0.26424 1.15833 -0.044 -0.141 0.226 0.031
H -2.41067 1.42637 2.20162 -0.064 0.014 0.071 0.045
H -1.66350 -2.43918 2.76885 0.024 0.088 -0.224 0.067
H -0.65419 -2.84394 1.37295 -0.050 -0.090 -0.002 0.026
H -2.34339 -2.40843 1.12632 0.076 0.083 -0.049 0.039
H -0.94189 -0.89084 3.98983 0.335 0.252 -0.140 0.063
H -0.23124 0.71736 3.70374 -0.007 -0.235 -0.090 0.026
H 0.74590 -0.75180 3.38991 -0.304 0.048 0.131 0.034
H 2.54990 4.85626 1.69890 -0.009 -0.126 -0.135 0.083
H 1.92125 4.75829 0.02930 0.159 -0.055 0.209 0.058
H 3.33535 3.77786 0.50911 -0.199 0.130 -0.011 0.078
H 2.94445 2.54474 3.16346 -0.361 0.189 -0.358 0.100
H 3.08013 1.25776 1.97613 -0.057 0.133 -0.115 0.057
H 1.79857 1.20274 3.17252 -0.103 0.167 -0.177 0.029
H 0.53230 4.52472 2.90973 -0.056 -0.149 0.185 0.083
H -0.34911 2.97550 3.19211 0.112 0.186 -0.055 0.062
H -0.80005 4.04537 1.85976 0.248 -0.074 0.111 0.049
C -1.54080 1.44239 -1.34965 0.596 -1.967 0.985 -0.580
C -0.65748 2.16806 -2.21300 0.959 1.167 -0.649 -0.104
C -0.46166 3.56889 -1.91804 -0.709 0.196 -2.620 -0.183
C -1.41001 4.18117 -1.05633 1.111 0.670 0.790 -0.080
C -2.62814 3.52126 -0.74712 -1.545 -0.882 -0.037 -0.001
C -2.67411 2.12999 -0.82968 -0.967 1.571 0.142 -0.064
Se -1.25366 -0.49858 -0.94844 -0.587 1.854 -1.473 0.814
H 0.74136 -2.13748 -1.01913 1.060 0.791 0.030 -0.032
H -0.11128 1.65592 -3.00651 0.032 0.162 0.531 0.127
H 0.40485 4.17855 -2.19880 -0.516 -0.457 -0.459 0.124
H -1.17007 5.19863 -0.75610 -0.507 -0.014 -0.147 0.157
H -3.47788 4.14417 -0.45250 0.188 -0.473 0.150 0.156
H -3.52911 1.54502 -0.48473 0.125 0.373 -0.198 0.133
N -2.46483 -7.97068 1.66988 0.235 2.224 -1.784 0.201
C -2.38885 -7.07204 0.92130 -0.280 -1.951 1.519 -0.146
C -2.30700 -5.95773 0.00118 0.202 -0.081 -0.115 -0.213
C -1.09273 -5.67030 -0.64022 0.100 0.407 -0.388 -0.005
C -1.03827 -4.55337 -1.48609 -0.367 -0.563 0.829 -0.166
N -2.07073 -3.73015 -1.66836 -0.331 0.166 -0.090 0.029
C -3.24717 -4.04332 -1.10630 0.109 -0.647 0.469 -0.128
C -3.42465 -5.16401 -0.26972 0.165 0.514 -0.198 0.013
H -0.20183 -6.29018 -0.52005 -0.423 0.060 0.096 0.126
H -0.11594 -4.32525 -2.01953 -0.141 0.008 -0.004 0.089
H -4.10611 -3.39370 -1.30333 0.418 -0.123 -0.043 0.119
H -4.39770 -5.38540 0.17981 0.416 0.078 -0.218 0.136
```
Positions in Å, forces in eV/Å.

Output
molecular weight = 544.46 g/mol
max |F| = 0.0689 Eh/bohr
gap between HOMO and LUMO (spin up / spin down) = 0.202 / 0.223 hartree
electronic energy = -127274.5098 eV
energy relative to the best compared isomer or geometry (same formula, charge and spin) = 392.6 kJ/mol
net charge = +3